No. 1
ORCA calculation (wB97M-V/def2-TZVPD) on one molecule with the formula C3H9N5 in a non-equilibrium geometry.

Each line ends with the Mulliken charge.
CARTESIAN COORDINATES (ANGSTROEM)
1 C 0.72 1.72 -1.82  -0.755
2 N 1.22 0.69 -0.89  0.295
3 N 1.57 -0.53 -1.37  -0.750
4 C 1.06 -1.55 -0.81  -0.002
5 N 0.24 -1.61 0.26  -0.391
6 N -0.53 -0.40 0.44  0.028
7 C -1.20 -0.44 1.74  -0.663
8 N 0.46 0.64 0.36  -0.478
9 H -0.01 1.24 -2.35  0.361
10 H 0.21 2.50 -1.25  0.314
11 H 1.49 2.00 -2.58  0.247
12 H 1.50 -2.54 -0.91  0.356
13 H -0.56 -2.29 0.25  0.307
14 H -0.45 -0.10 2.60  0.273
15 H -2.22 0.04 1.56  0.273
16 H -1.33 -1.55 1.91  0.273
17 H 1.21 0.53 1.08  0.311

## Properties
- Charge: 0
- Kohn-Sham gap: 8.726 eV
- SMILES: Cn1nc[nH]n(C)[nH]1
- Lowest unoccupied orbital energy: 0.9 eV
- Energy relative to the best compared isomer or geometry (same formula, charge and spin): 129.26 kcal per mole
- Highest occupied orbital energy: -7.79 eV

***

No. 2
ORCA calculation (wB97M-V/def2-TZVPD) on an isolated ion of composition C3H9N5 and charge +2 in a non-equilibrium geometry.

Each line ends with the Mulliken charge.
CARTESIAN COORDINATES (ANGSTROEM)
1 C 1.23 2.28 0.53  -0.277
2 N 0.58 1.49 -0.17  -0.376
3 C 1.03 -0.15 -0.06  0.498
4 N 2.26 -0.40 -0.30  -0.239
5 N 0.02 -0.97 -0.09  -0.139
6 C -1.35 -0.81 -0.05  0.611
7 N -2.18 -1.81 0.08  -0.337
8 N -1.69 0.47 -0.25  -0.257
9 H 0.84 3.35 0.49  0.305
10 H 1.77 2.02 1.41  0.342
11 H 2.93 0.32 -0.45  0.271
12 H 2.83 -1.21 -0.32  0.248
13 H 0.32 -1.97 -0.20  0.282
14 H -3.23 -1.81 0.03  0.286
15 H -1.86 -2.81 0.22  0.254
16 H -2.58 0.84 -0.32  0.167
17 H -0.94 1.18 -0.56  0.360

## Properties
- Charge: +2
- Kohn-Sham gap: 10.695 eV
- SMILES: C=NC(=[NH2+])[NH+]=C(N)N
- Lowest unoccupied orbital energy: -8.8 eV
- Energy relative to the best compared isomer or geometry (same formula, charge and spin): 28.56 kcal per mole
- Highest occupied orbital energy: -19.51 eV

***

No. 3
ORCA calculation (wB97M-V/def2-TZVPD) on one molecule with the formula C3H9N5O in a non-equilibrium geometry.

Each line ends with the Mulliken charge.
CARTESIAN COORDINATES (ANGSTROEM)
1 H 3.46 -0.30 -0.12  0.360
2 N 3.48 0.68 0.29  -0.694
3 C 2.34 1.22 0.51  0.139
4 N 1.05 0.66 0.34  0.249
5 N -0.04 1.55 0.72  -0.805
6 C 0.81 -0.60 -0.16  0.372
7 N 1.71 -1.47 -0.48  -0.683
8 H 1.13 -2.27 -0.73  0.180
9 N -0.60 -0.90 -0.22  -0.238
10 O -1.48 -0.21 -1.06  -0.301
11 C -2.83 -0.26 -0.42  -0.530
12 H 2.31 2.22 1.15  0.272
13 H -0.69 1.61 -0.05  0.316
14 H -0.54 1.06 1.49  0.273
15 H -0.71 -1.97 -0.34  0.320
16 H -3.48 0.35 -1.02  0.252
17 H -3.19 -1.31 -0.62  0.254
18 H -2.72 -0.07 0.71  0.262

## Properties
- Charge: 0
- Kohn-Sham gap: 9.776 eV
- SMILES: [H]/N=C\N(N)/C(=N/[H])NOC
- Lowest unoccupied orbital energy: 0.5 eV
- Energy relative to the best compared isomer or geometry (same formula, charge and spin): 87.66 kcal per mole
- Highest occupied orbital energy: -9.23 eV

***

No. 4
ORCA calculation (wB97M-V/def2-TZVPD) on a 2-piece molecular cluster, C3H9N5O2 overall in a non-equilibrium geometry.

Each line ends with the Mulliken charge.
CARTESIAN COORDINATES (ANGSTROEM)
1 N 0.70 -2.32 1.78  -0.743
2 N 0.63 -1.42 0.68  0.319
3 C 1.77 -1.37 -0.15  -0.502
4 C 1.55 -0.11 -1.07  -0.406
5 N 0.42 0.44 -0.42  -0.062
6 C -0.19 -0.35 0.57  0.394
7 O -1.27 -0.12 1.06  -0.676
8 H -0.20 -2.71 2.12  0.242
9 H 1.28 -1.94 2.64  0.247
10 H 1.95 -2.39 -0.67  0.284
11 H 2.70 -1.20 0.29  0.282
12 H 2.42 0.70 -1.13  0.242
13 H 1.46 -0.37 -2.22  0.210
14 H -0.07 1.25 -0.80  0.177
15 N -2.92 2.37 -0.20  -0.021
16 N -2.49 2.96 -1.19  -0.042
17 O -1.39 2.54 -1.63  -0.434
18 H -3.85 2.53 0.13  0.274
19 H -2.49 1.52 0.22  0.215

## Properties
- Charge: 0
- Kohn-Sham gap: 9.545 eV
- SMILES: NN1CCNC1=O.NN=O
- Lowest unoccupied orbital energy: 0.9 eV
- Energy relative to the best compared isomer or geometry (same formula, charge and spin): 40.53 kcal per mole
- Highest occupied orbital energy: -8.69 eV

***

No. 5
ORCA calculation (wB97M-V/def2-TZVPD) on a 3-piece molecular cluster, C3H9N6O overall in a non-equilibrium geometry.

Each line ends with the Mulliken charge.
CARTESIAN COORDINATES (ANGSTROEM)
1 C -0.55 -0.49 -2.22  -0.059
2 C -1.35 -0.37 1.66  0.354
3 C 0.60 -1.24 -0.26  -0.011
4 N 2.38 0.29 0.24  -1.042
5 N -0.84 0.57 1.21  -0.464
6 N 1.53 -0.55 -0.06  0.711
7 N -1.94 -1.57 1.91  -0.465
8 N -0.31 -1.47 -1.18  -0.085
9 N 0.72 2.23 0.02  -0.453
10 O -0.35 0.68 -2.03  -0.417
11 H -1.02 -0.90 -3.17  0.366
12 H 0.40 1.82 1.00  0.442
13 H 3.29 0.23 -0.18  0.255
14 H -2.49 -1.67 2.74  0.267
15 H -1.39 -2.43 1.78  0.276
16 H -1.03 -2.14 -0.97  0.302
17 H 0.81 3.18 0.34  0.365
18 H 1.57 1.59 -0.26  0.364
19 H -0.05 2.26 -0.57  0.295

## Properties
- Charge: +1
- Kohn-Sham gap: 9.935 eV
- Lowest unoccupied orbital energy: -3.2 eV
- Energy relative to the best compared isomer or geometry (same formula, charge and spin): 71.90 kcal per mole
- Highest occupied orbital energy: -13.12 eV

***

No. 6
ORCA calculation (wB97M-V/def2-TZVPD) on C3H9N6O3 as an isolated structure in a non-equilibrium geometry.

Each line ends with the Mulliken charge.
CARTESIAN COORDINATES (ANGSTROEM)
1 C 0.13 -1.72 -0.48  0.757
2 C -3.84 0.53 1.15  0.655
3 C 0.46 1.18 0.46  -0.391
4 N -0.42 1.72 -0.44  0.085
5 N -0.29 -2.91 -0.13  -0.389
6 N 1.65 1.47 -0.05  0.230
7 N 0.22 -0.76 0.42  -0.391
8 N 0.42 -1.43 -1.78  -0.319
9 N 2.59 2.16 0.66  -0.643
10 O -4.59 0.93 1.91  -0.307
11 O -2.98 0.29 0.44  -0.367
12 O -0.77 1.23 -1.51  -0.256
13 H 0.39 1.34 1.44  0.489
14 H -0.29 -3.22 0.90  0.246
15 H -0.39 -3.59 -0.81  0.192
16 H 1.58 1.49 -1.15  0.349
17 H 0.72 -2.15 -2.41  0.216
18 H 0.47 -0.45 -2.05  0.153
19 H -0.16 -1.08 1.31  0.146
20 H 2.50 1.89 1.68  0.296
21 H 2.58 3.10 0.45  0.250

## Properties
- Charge: +1
- Kohn-Sham gap: 8.532 eV
- Lowest unoccupied orbital energy: -4.7 eV
- Energy relative to the best compared isomer or geometry (same formula, charge and spin): 81.65 kcal per mole
- Highest occupied orbital energy: -13.25 eV

***

No. 7
ORCA calculation (wB97M-V/def2-TZVPD) on a 2-piece molecular cluster, C3H9NO overall.

Each line ends with the Mulliken charge.
CARTESIAN COORDINATES (ANGSTROEM)
1 C -0.20 -0.25 1.79  -0.893
2 C -0.33 -1.30 0.98  0.118
3 N -1.31 -1.53 0.02  -0.452
4 H 0.62 -0.27 2.49  0.219
5 H -0.90 0.57 1.86  0.290
6 H 0.39 -2.10 1.10  0.283
7 H -1.34 -2.49 -0.29  0.220
8 H -1.51 -0.77 -0.61  0.235
9 C 1.11 1.33 -1.35  -0.597
10 O -0.29 1.07 -1.33  -0.482
11 H 1.39 1.59 -2.36  0.240
12 H 1.38 2.15 -0.68  0.295
13 H 1.67 0.44 -1.05  0.233
14 H -0.67 1.54 -0.58  0.290

## Properties
- Charge: 0
- Kohn-Sham gap: 9.228 eV
- SMILES: C=CN.CO
- Lowest unoccupied orbital energy: 1.0 eV
- Energy relative to the best compared isomer or geometry (same formula, charge and spin): 41.05 kcal per mole
- Highest occupied orbital energy: -8.22 eV

***

No. 8
ORCA calculation (wB97M-V/def2-TZVPD) on a 2-piece molecular cluster, C3H9NO overall in a non-equilibrium geometry.

Each line ends with the Mulliken charge.
CARTESIAN COORDINATES (ANGSTROEM)
1 C -1.38 1.52 0.05  -0.175
2 O -1.37 1.00 -1.04  -0.474
3 H -0.49 1.51 0.71  0.334
4 H -2.30 2.03 0.45  0.263
5 C -0.15 -1.27 0.61  -1.038
6 C 1.08 -0.77 -0.13  -0.263
7 N 0.91 0.65 -0.47  -0.581
8 H -0.32 -0.67 1.52  0.237
9 H -0.02 -2.33 0.91  0.358
10 H -1.04 -1.20 -0.04  0.277
11 H 1.97 -0.84 0.53  0.306
12 H 1.27 -1.41 -1.01  0.266
13 H 1.73 1.00 -0.97  0.177
14 H 0.12 0.76 -1.11  0.313

## Properties
- Charge: 0
- Kohn-Sham gap: 9.305 eV
- SMILES: C=O.CCN
- Lowest unoccupied orbital energy: 0.7 eV
- Energy relative to the best compared isomer or geometry (same formula, charge and spin): 54.58 kcal per mole
- Highest occupied orbital energy: -8.60 eV

***

No. 9
ORCA calculation (wB97M-V/def2-TZVPD) on one molecule with the formula C3H9NO in a non-equilibrium geometry.

Each line ends with the Mulliken charge.
CARTESIAN COORDINATES (ANGSTROEM)
1 C 2.01 0.29 0.26  -1.134
2 C 0.64 0.09 -0.42  -0.261
3 N -0.32 -0.34 0.57  -0.370
4 C -1.61 -0.75 0.01  -0.398
5 O -2.27 0.34 -0.68  -0.516
6 H 2.77 0.62 -0.47  0.351
7 H 2.41 -0.63 0.66  0.303
8 H 1.86 1.07 1.01  0.293
9 H 0.38 1.06 -0.87  0.238
10 H 0.69 -0.63 -1.24  0.367
11 H -0.54 0.39 1.25  0.235
12 H -2.21 -1.15 0.82  0.298
13 H -1.41 -1.39 -0.85  0.297
14 H -2.40 1.04 -0.05  0.297

## Properties
- Charge: 0
- Kohn-Sham gap: 10.127 eV
- SMILES: CCNCO
- Lowest unoccupied orbital energy: 1.0 eV
- Energy relative to the best compared isomer or geometry (same formula, charge and spin): 24.49 kcal per mole
- Highest occupied orbital energy: -9.18 eV

***

No. 10
ORCA calculation (wB97M-V/def2-TZVPD) on one molecule with the formula C3H9NO.

Each line ends with the Mulliken charge.
CARTESIAN COORDINATES (ANGSTROEM)
1 N 0.36 -1.77 0.71  -0.628
2 C -0.17 -1.00 -0.40  -0.208
3 C -0.85 0.26 0.08  -0.731
4 C 0.09 1.44 0.31  -0.374
5 O 0.68 1.98 -0.87  -0.489
6 H 0.73 -2.67 0.41  0.224
7 H 1.13 -1.28 1.16  0.204
8 H 0.61 -0.71 -1.12  0.177
9 H -0.84 -1.63 -1.00  0.361
10 H -1.33 0.11 1.04  0.337
11 H -1.63 0.60 -0.62  0.294
12 H 0.87 1.15 1.03  0.235
13 H -0.49 2.25 0.76  0.282
14 H 0.84 1.26 -1.50  0.315

## Properties
- Charge: 0
- Kohn-Sham gap: 10.438 eV
- SMILES: NCCCO
- Lowest unoccupied orbital energy: 1.0 eV
- Energy relative to the best compared isomer or geometry (same formula, charge and spin): 21.72 kcal per mole
- Highest occupied orbital energy: -9.49 eV